Here is 9 unconnected molecules or ions with the total composition C69H71NO25S3Si in a non-equilibrium geometry from OMol25. Energies are from the ωB97M-V functional and the def2-TZVPD basis.

CARTESIAN COORDINATES (ANGSTROEM)
C1 1.002 -4.373 -0.843
C2 0.421 -3.901 -2.167
O1 1.055 -2.684 -2.473
C3 0.899 -2.270 -3.827
C4 0.025 -1.023 -3.973
C5 0.781 0.315 -3.746
C6 -0.141 1.383 -4.341
C7 0.048 1.616 -5.848
O2 -0.767 0.765 -6.643
Si1 0.004 -0.033 -7.909
C8 0.679 -1.721 -7.401
C9 -1.368 -0.419 -9.156
C10 1.277 1.000 -8.824
C11 2.252 0.337 -4.191
O3 2.725 0.074 -5.289
N1 3.006 0.719 -3.081
C12 2.393 -0.058 -1.991
C13 2.963 0.125 -0.589
S1 4.302 -1.049 -0.416
O4 5.091 -0.999 -1.612
O5 5.000 -0.909 0.831
C14 0.929 0.366 -2.191
S2 0.903 2.068 -1.514
C15 -0.621 2.410 -0.559
C16 -1.567 1.268 -0.290
O6 -2.084 0.540 -1.121
O7 -1.882 1.133 1.060
C17 -3.052 1.929 1.320
C18 -3.814 1.488 2.567
C19 -4.056 2.709 3.441
O8 -5.096 1.027 2.117
C20 -5.759 0.257 2.992
O9 -5.417 0.046 4.150
C21 -7.048 -0.318 2.439
S3 -7.878 0.853 1.309
H1 0.353 -5.074 -0.345
H2 1.063 -3.510 -0.185
H3 2.016 -4.736 -0.953
H4 0.594 -4.679 -2.904
H5 -0.639 -3.711 -1.988
H6 0.380 -3.072 -4.349
H7 1.856 -2.184 -4.330
H8 -0.800 -1.097 -3.275
H9 -0.411 -1.066 -4.963
H10 -1.163 1.051 -4.199
H11 -0.045 2.353 -3.868
H12 1.101 1.614 -6.112
H13 -0.303 2.633 -6.016
H14 1.334 -1.680 -6.543
H15 1.153 -2.207 -8.245
H16 -0.200 -2.313 -7.153
H17 -2.237 -0.777 -8.613
H18 -1.618 0.485 -9.696
H19 -1.019 -1.191 -9.832
H20 0.906 1.952 -9.181
H21 1.679 0.388 -9.624
H22 2.122 1.199 -8.169
H23 4.006 0.632 -3.190
H24 2.635 -1.081 -2.278
H25 3.264 1.133 -0.342
H26 2.180 -0.180 0.100
H27 3.686 -2.266 -0.393
H28 0.348 -0.349 -1.632
H29 -1.118 3.229 -1.061
H30 -0.296 2.787 0.399
H31 -2.788 2.979 1.426
H32 -3.710 1.821 0.463
H33 -3.250 0.720 3.079
H34 -3.133 3.150 3.789
H35 -4.732 2.473 4.248
H36 -4.582 3.425 2.814
H37 -7.733 -0.546 3.236
H38 -6.793 -1.216 1.891
H39 -9.014 1.238 1.916
O10 -9.495 -2.053 -4.507
C22 -8.828 -2.186 -3.505
C23 -8.375 -1.014 -2.717
C24 -7.641 -1.164 -1.619
C25 -7.245 -2.509 -1.136
O11 -6.575 -2.645 -0.132
C26 -7.697 -3.682 -1.922
C27 -8.431 -3.533 -3.020
H40 -8.674 -0.041 -3.085
H41 -7.301 -0.324 -1.030
H42 -7.397 -4.654 -1.552
H43 -8.772 -4.375 -3.608
O12 1.518 5.138 -0.244
C28 2.706 5.282 -0.448
C29 3.175 6.060 -1.620
C30 4.470 6.221 -1.869
C31 5.502 5.629 -0.983
O13 6.683 5.775 -1.212
C32 5.034 4.851 0.191
C33 3.736 4.690 0.439
H44 2.408 6.482 -2.256
H45 4.830 6.782 -2.721
H46 5.799 4.426 0.825
H47 3.375 4.125 1.290
O14 5.368 2.683 3.664
C34 5.013 1.672 4.233
C35 5.253 0.335 3.641
C36 4.861 -0.771 4.265
C37 4.169 -0.711 5.577
O15 3.811 -1.720 6.146
C38 3.928 0.630 6.168
C39 4.323 1.735 5.543
H48 5.756 0.309 2.685
H49 5.025 -1.758 3.850
H50 3.424 0.650 7.120
H51 4.159 2.721 5.956
O16 4.555 5.093 -5.459
C40 5.714 4.733 -5.459
C41 6.597 4.978 -6.625
C42 7.867 4.582 -6.623
C43 8.454 3.881 -5.452
O17 9.610 3.524 -5.451
C44 7.569 3.638 -4.286
C45 6.300 4.033 -4.291
H52 6.151 5.491 -7.467
H53 8.527 4.750 -7.463
H54 8.013 3.126 -3.442
H55 5.638 3.866 -3.451
O18 -2.779 2.126 7.582
C46 -1.574 2.222 7.612
C47 -0.845 3.082 6.646
C48 0.480 3.185 6.678
C49 1.285 2.448 7.682
O19 2.495 2.546 7.707
C50 0.560 1.588 8.647
C51 -0.766 1.484 8.616
H56 -1.451 3.612 5.923
H57 1.029 3.806 5.982
H58 1.166 1.057 9.370
H59 -1.314 0.862 9.312
O20 8.468 -3.918 0.999
C52 8.890 -3.082 1.767
C53 10.096 -3.338 2.594
C54 10.559 -2.422 3.439
C55 9.891 -1.105 3.591
O21 10.316 -0.272 4.361
C56 8.686 -0.849 2.764
C57 8.222 -1.765 1.917
H60 10.569 -4.303 2.469
H61 11.436 -2.590 4.052
H62 8.214 0.117 2.891
H63 7.343 -1.598 1.305
O22 -10.210 -1.628 3.407
C58 -10.408 -1.974 4.554
C59 -11.627 -1.534 5.279
C60 -11.854 -1.903 6.535
C61 -10.900 -2.772 7.267
O23 -11.108 -3.109 8.411
C62 -9.683 -3.211 6.542
C63 -9.456 -2.842 5.285
H64 -12.311 -0.901 4.728
H65 -12.736 -1.591 7.080
H66 -8.998 -3.844 7.092
H67 -8.575 -3.154 4.742
O24 -5.639 -5.717 1.736
C64 -4.441 -5.547 1.786
C65 -3.752 -4.692 0.793
C66 -2.437 -4.509 0.844
C67 -1.608 -5.151 1.896
O25 -0.410 -4.974 1.923
C68 -2.298 -6.005 2.891
C69 -3.614 -6.188 2.840
H68 -4.374 -4.233 0.034
H69 -1.911 -3.890 0.129
H70 -1.676 -6.464 3.649
H71 -4.141 -6.808 3.555

Forces on the atoms, in the same order (eV/Å):
C 0.0 0.8 -0.2
C 0.3 -0.2 1.5
O 0.6 0.2 -0.4
C -1.2 -0.5 -0.1
C 1.4 -0.6 -0.7
C -1.4 -0.9 1.1
C 0.6 0.1 -0.9
C -0.8 0.8 0.7
O 1.0 -0.5 -0.5
Si -0.8 -0.4 -0.9
C -0.5 0.7 0.1
C 0.6 0.2 0.9
C 0.2 -0.3 1.1
C 0.6 0.5 -0.9
O -0.7 0.4 0.9
N 0.1 0.0 -0.2
C 0.8 0.6 -0.3
C -0.5 -0.7 -0.4
S 0.8 0.2 0.0
O 0.0 0.0 -0.5
O -0.4 0.1 0.4
C 0.9 0.3 0.4
S 0.1 0.2 0.3
C 0.3 -0.5 0.1
C -1.0 -1.2 -1.0
O 1.2 1.2 1.3
O 0.0 0.1 -0.6
C -0.4 -0.2 -0.1
C 0.5 1.1 -0.1
C -0.5 -0.2 -0.4
O 0.2 -1.0 0.3
C -0.5 -0.1 1.8
O 0.0 0.2 -1.7
C 0.0 0.9 -0.2
S 0.1 0.2 -0.7
H 0.1 -0.5 0.0
H -0.1 0.1 0.2
H 0.1 -0.4 -0.1
H -0.2 0.1 -0.5
H -0.3 -0.2 -0.5
H 0.0 -0.2 -0.2
H 0.4 0.2 0.2
H -0.2 0.2 0.2
H 0.0 0.2 -0.3
H -0.3 0.0 0.2
H 0.3 0.0 0.2
H 0.2 -0.3 -0.2
H 0.0 0.2 -0.2
H 0.3 -0.1 0.1
H 0.3 -0.1 -0.1
H -0.1 -0.2 0.1
H -0.3 -0.1 -0.1
H -0.2 0.1 -0.3
H 0.0 -0.1 -0.3
H -0.2 0.1 -0.2
H -0.1 0.0 -0.4
H 0.2 0.1 0.1
H 0.1 -0.2 -0.1
H -0.9 -0.5 0.3
H 0.4 0.1 0.1
H 0.0 0.0 0.4
H -0.3 0.3 0.0
H -0.8 0.1 0.0
H -0.4 0.0 -0.3
H 0.2 0.1 0.2
H 0.3 0.1 -0.1
H -0.3 0.1 -0.1
H -0.2 -0.4 0.1
H 0.2 0.0 0.2
H 0.1 -0.1 0.5
H 0.0 0.3 -0.1
H 0.0 -0.2 0.4
H -0.1 -0.2 -0.3
H 0.3 -0.5 0.5
O 0.0 0.0 -0.1
C 0.0 0.0 0.0
C 0.0 0.0 0.0
C 0.1 0.0 -0.1
C 0.0 0.0 0.0
O 0.1 0.0 0.0
C 0.0 -0.1 0.0
C 0.0 0.0 0.0
H 0.0 0.0 0.0
H 0.0 0.0 0.0
H 0.0 0.0 0.1
H 0.0 0.0 0.0
O -0.1 -0.1 0.2
C -0.1 0.1 -0.2
C 0.0 0.0 0.0
C 0.0 0.1 -0.1
C 0.0 0.0 0.0
O 0.1 0.0 0.0
C -0.1 0.0 0.0
C 0.0 -0.1 0.0
H 0.0 0.0 0.0
H 0.0 0.0 0.0
H 0.1 0.0 0.1
H 0.0 0.0 0.0
O 0.0 0.1 -0.2
C 0.0 -0.1 0.1
C 0.1 0.0 0.0
C 0.0 -0.1 0.0
C 0.0 0.0 0.0
O 0.0 -0.1 0.0
C 0.2 -0.2 -0.3
C 0.0 0.0 0.0
H -0.1 0.0 0.0
H 0.0 0.0 0.0
H 0.0 0.0 0.1
H 0.0 0.0 0.0
O 0.0 0.1 0.0
C 0.0 0.0 0.0
C 0.0 0.0 0.0
C 0.0 0.0 0.0
C 0.0 0.0 0.0
O 0.1 0.0 0.0
C 0.0 0.0 0.0
C 0.0 0.0 0.0
H 0.0 0.0 0.0
H 0.0 0.0 0.0
H 0.0 0.0 0.0
H 0.0 0.0 0.0
O -0.1 0.0 0.0
C 0.0 0.0 0.0
C 0.1 0.0 0.0
C 0.0 0.0 -0.1
C 0.0 0.1 0.0
O -0.2 0.2 0.2
C 0.0 0.0 0.0
C 0.1 0.0 0.0
H 0.0 0.0 0.0
H 0.0 0.0 0.0
H 0.0 0.0 0.0
H 0.0 0.0 0.0
O 0.0 -0.1 0.0
C 0.0 0.0 0.0
C 0.0 0.0 0.0
C 0.0 -0.1 0.0
C 0.0 0.0 0.0
O 0.0 0.0 0.0
C 0.0 -0.1 -0.1
C 0.0 0.1 0.0
H 0.0 0.0 0.0
H 0.0 0.0 0.0
H 0.0 0.0 0.0
H 0.0 0.0 0.0
O 0.1 0.0 0.0
C -0.2 0.1 0.0
C 0.0 0.0 0.0
C 0.0 0.0 0.0
C 0.0 0.0 0.0
O 0.0 0.0 0.0
C 0.1 0.0 -0.1
C 0.0 0.0 0.0
H 0.0 0.0 0.0
H 0.0 0.0 0.0
H 0.0 0.0 0.0
H 0.1 0.0 -0.1
O -0.1 -0.1 0.0
C -0.1 0.0 0.0
C 0.0 0.1 -0.1
C 0.0 0.0 0.0
C 0.0 0.1 -0.1
O 0.1 -0.1 0.2
C 0.0 0.0 0.0
C 0.0 0.0 0.0
H -0.1 0.0 0.1
H 0.0 0.0 0.0
H 0.0 0.0 0.0
H 0.0 0.0 0.0

Calculated values
structure (SMILES) = CCOCC[C@]1(CCO[Si](C)(C)C)C(=O)N[C@@H](C[SH](=O)=O)[C@H]1SCC(=O)OC[C@@H](C)OC(=O)CS.O=C1C=CC(=O)C=C1.O=C1C=CC(=O)C=C1.O=C1C=CC(=O)C=C1.O=C1C=CC(=O)C=C1.O=C1C=CC(=O)C=C1.O=C1C=CC(=O)C=C1.O=C1C=CC(=O)C=C1.O=C1C=CC(=O)C=C1
gap between HOMO and LUMO = 7.3 eV
lowest unoccupied orbital energy = -1.86 eV
HOMO level = -9.18 eV
electronic energy = -6091.4350 hartree

---

Here is a molecular structure, C6CsF18LiN3O12S6 in a non-equilibrium geometry from OMol25. Energies are from the ωB97M-V functional and the def2-TZVPD basis.

CARTESIAN COORDINATES (ANGSTROEM)
Li1 4.041 2.700 -4.250
Cs1 3.347 -1.944 -2.973
C1 -7.925 1.951 -2.512
F1 -8.004 2.743 -1.473
F2 -8.815 0.938 -2.447
F3 -8.032 2.627 -3.742
S1 -6.074 1.340 -2.379
O1 -5.344 2.346 -3.100
O2 -5.849 1.279 -0.938
N1 -6.123 -0.230 -3.170
S2 -4.626 -0.608 -3.085
O3 -3.747 0.027 -4.140
O4 -3.974 -0.675 -1.738
C2 -4.675 -2.400 -3.669
F4 -5.427 -3.031 -2.858
F5 -5.210 -2.512 -4.978
F6 -3.436 -2.845 -3.606
C3 5.079 0.276 2.378
F7 4.053 1.107 2.049
F8 4.543 -1.036 2.337
F9 6.109 0.394 1.499
S3 5.734 0.788 4.079
O5 7.122 0.460 4.213
O6 5.350 2.199 4.069
N2 4.683 -0.091 5.117
S4 5.399 -0.634 6.142
O7 6.146 -1.799 5.854
O8 6.133 0.358 6.914
C4 3.940 -1.188 7.354
F10 4.404 -1.485 8.558
F11 3.074 -0.113 7.513
F12 3.288 -2.223 6.906
C5 1.301 2.045 -0.522
F13 0.995 3.360 -0.609
F14 2.520 2.057 -0.106
F15 0.495 1.502 0.348
S5 1.084 1.382 -2.357
O9 -0.178 1.969 -2.888
O10 2.222 1.967 -3.029
N3 1.092 -0.379 -2.128
S6 -0.463 -0.660 -2.024
O11 -1.296 -0.067 -0.922
O12 -1.006 -0.483 -3.342
C6 -0.493 -2.560 -1.684
F16 0.206 -3.166 -2.528
F17 0.069 -2.788 -0.484
F18 -1.731 -2.895 -1.648

Forces on the atoms, in the same order (eV/Å):
Li -1.0 -0.1 0.7
Cs 0.1 -0.3 0.2
C 1.2 -0.9 -2.0
F -0.8 0.2 -0.6
F 0.8 1.4 -0.2
F -0.3 -1.3 2.8
S -1.7 2.8 2.3
O -0.2 -1.3 -0.3
O -0.5 -1.0 -2.3
N 0.1 2.3 1.1
S 5.6 -2.4 -0.3
O -2.1 -0.6 2.0
O -2.0 0.4 -3.3
C -0.2 1.7 -2.3
F -1.3 -1.5 1.1
F 1.3 0.3 2.5
F -0.2 -0.2 -0.7
C -1.1 -1.3 0.5
F 1.4 -1.1 -0.2
F 1.4 2.4 -0.3
F -1.4 -0.3 0.3
S -2.2 1.7 1.5
O -0.7 -0.3 -0.8
O 0.5 -1.9 -0.1
N -5.8 7.1 -13.6
S 6.4 -4.2 13.4
O 0.7 -2.3 -0.2
O -0.4 -0.4 0.4
C 1.2 2.6 -0.7
F 0.3 0.0 0.3
F 0.6 -1.3 -0.2
F -0.9 -0.8 -0.5
C -1.6 1.9 -0.5
F -0.6 -0.2 -0.6
F 1.9 -1.3 0.1
F 0.2 -0.6 -0.3
S -4.2 0.6 1.0
O 3.1 -1.7 1.7
O 2.8 -0.7 -0.9
N 1.6 4.1 0.1
S -5.3 -0.2 1.7
O 3.0 -1.7 -2.4
O -0.4 -0.9 -0.4
C 0.0 4.5 3.5
F 1.9 -2.5 -3.5
F -0.1 -0.1 0.3
F -1.3 -0.9 -0.3

Calculated values
gap between HOMO and LUMO (spin up / spin down) = 3.7 / 2.4 eV
lowest unoccupied orbital energy (spin up / spin down) = -3.82 / -5.13 eV
spin multiplicity = 2
⟨S²⟩ = 0.7664
HOMO level (spin up / spin down) = -7.53 / -7.53 eV
electronic energy = -5509.7512 hartree

---

Here is a molecular structure, C6CuF18N3O12S6 in a non-equilibrium geometry from OMol25. Energies are from the ωB97M-V functional and the def2-TZVPD basis.

CARTESIAN COORDINATES (ANGSTROEM)
Cu1 0.094 -0.674 0.612
C1 5.666 1.507 1.925
F1 6.049 2.636 1.457
F2 6.771 0.962 2.525
F3 4.744 1.641 2.823
S1 5.162 0.439 0.361
O1 4.269 1.217 -0.445
O2 6.419 0.012 -0.227
N1 4.167 -0.877 1.073
S2 5.180 -2.051 1.279
O3 5.272 -2.809 -0.010
O4 6.414 -1.761 1.979
C2 4.070 -3.058 2.550
F4 4.005 -2.313 3.697
F5 2.833 -3.212 2.077
F6 4.591 -4.243 2.809
C3 -4.585 -2.192 -2.765
F7 -4.792 -1.138 -2.008
F8 -5.761 -2.743 -3.094
F9 -3.938 -1.725 -3.851
S3 -3.374 -3.394 -1.675
O5 -3.434 -2.924 -0.286
O6 -3.929 -4.785 -1.923
N2 -1.800 -2.940 -2.235
S4 -1.604 -3.952 -3.419
O7 -0.984 -5.133 -2.936
O8 -2.697 -4.158 -4.348
C4 -0.240 -3.106 -4.541
F10 0.249 -3.938 -5.442
F11 -0.736 -2.074 -5.150
F12 0.746 -2.728 -3.763
C5 -3.879 3.621 3.436
F13 -4.338 2.638 4.244
F14 -4.527 3.561 2.242
F15 -4.040 4.790 4.078
S5 -1.907 3.252 3.034
O9 -1.196 4.361 3.707
O10 -1.568 1.902 3.474
N3 -1.727 3.084 1.313
S6 -1.833 4.574 0.806
O11 -2.843 5.431 1.460
O12 -0.551 5.205 0.681
C6 -2.450 4.286 -1.040
F16 -1.778 3.416 -1.710
F17 -3.774 3.996 -1.035
F18 -2.416 5.396 -1.738

Forces on the atoms, in the same order (eV/Å):
Cu 0.3 0.4 0.3
C 1.7 -2.9 -0.6
F 0.2 2.4 -0.9
F -1.1 0.0 -0.4
F -1.1 0.1 0.5
S -0.6 -2.1 1.1
O -0.2 0.4 0.4
O -1.3 0.6 0.8
N 1.6 3.6 -0.9
S 0.3 -2.8 -2.1
O 0.0 0.5 3.0
O -0.9 -0.6 0.0
C 1.3 2.0 -0.4
F -0.1 -1.0 -0.9
F -0.3 -0.2 0.1
F -0.1 -0.1 0.2
C 0.4 1.0 -0.6
F -0.2 -0.3 0.6
F 1.8 0.0 0.4
F -0.4 -1.0 0.4
S -4.8 -2.4 3.0
O 0.6 -0.3 -2.5
O 2.6 4.2 0.3
N -1.6 -0.2 0.3
S 2.0 -0.5 -5.7
O 0.5 -1.0 1.3
O 0.4 0.7 1.0
C -0.1 -0.6 0.9
F -0.6 -0.6 0.2
F -0.8 0.9 -0.4
F 0.5 0.2 0.8
C 1.1 -0.5 -0.8
F 0.3 0.7 -0.7
F 0.1 0.2 1.8
F 0.0 -1.2 -1.1
S 1.3 -0.2 0.4
O -1.5 -2.0 -1.6
O -0.9 0.8 0.0
N -1.1 0.7 3.0
S -0.6 2.8 -1.1
O 0.9 -1.6 -1.2
O 0.1 -0.2 -0.7
C -1.7 1.5 2.0
F 1.0 -2.0 -0.5
F 0.2 -1.0 0.4
F 0.8 1.7 -0.2

Calculated values
ΔE to the lowest compared entry with this formula, charge and spin = 811.8 kJ/mol
charge = -1
gap between HOMO and LUMO (spin up / spin down) = 4.6 / 2.0 eV
lowest unoccupied orbital energy (spin up / spin down) = -2.36 / -5.01 eV
spin multiplicity = 2
⟨S²⟩ = 0.7619
HOMO level (spin up / spin down) = -6.98 / -6.98 eV
electronic energy = -7122.6578 hartree

---

Here is a gas-phase ion, C6H10 (charge -1) in a non-equilibrium geometry from OMol25. Energies are from the ωB97M-V functional and the def2-TZVPD basis.

CARTESIAN COORDINATES (ANGSTROEM)
C1 -0.122 -0.173 1.511
C2 -0.336 -0.215 -0.028
C3 0.907 -0.458 -0.737
C4 2.215 0.042 -0.254
C5 -1.215 0.894 -0.525
C6 -1.978 -0.310 -0.303
H1 -0.235 -1.187 1.884
H2 0.756 0.457 1.672
H3 -0.956 0.381 1.946
H4 0.851 -0.809 -1.767
H5 2.647 -0.438 0.625
H6 3.040 -0.218 -0.936
H7 2.340 1.121 -0.071
H8 -1.285 1.864 0.022
H9 -1.036 1.120 -1.580
H10 -2.275 -1.062 0.407

Forces on the atoms, in the same order (eV/Å):
C -1.0 1.1 -1.4
C -0.3 0.4 1.4
C -0.7 -0.6 -0.6
C 1.7 -0.4 -0.3
C -0.9 1.3 0.4
C 2.0 -2.5 -2.5
H 1.0 -0.1 0.4
H 0.4 -0.8 0.9
H -0.1 0.0 0.0
H 0.0 0.2 0.0
H -0.6 -0.1 0.7
H -0.4 0.2 -0.5
H -0.4 0.1 0.0
H 0.2 -0.2 0.4
H -0.2 0.2 0.0
H -0.8 1.2 1.1

Calculated values
ΔE to the lowest compared entry with this formula, charge and spin = 369.6 kJ/mol
charge = -1
gap between HOMO and LUMO (spin up / spin down) = 5.0 / 4.9 eV
lowest unoccupied orbital energy (spin up / spin down) = 4.16 / 4.11 eV
spin multiplicity = 2
⟨S²⟩ = 0.7557
HOMO level (spin up / spin down) = -0.82 / -0.77 eV
electronic energy = -234.3980 hartree